No. 1
63
Properties=species:S:1:pos:R:3:forces:R:3:mulliken_charge:R:1 method="wB97M-V/def2-TZVPD" total_charge=-1 e_homo_ev=-4.074 e_lumo_ev=2.25 homo_lumo_gap_ev=6.3235 e_above_lowest_ev=0.000
Cu 0.4975 -0.3390 -0.3339 -0.05 0.00 -0.10 -0.5642
Cl -1.6322 -1.2820 -3.0552 -0.03 0.07 0.06 -0.1717
C -2.8258 -0.0519 -2.7356 -0.01 -0.17 -0.17 0.7600
C -3.7099 0.2537 -3.7640 0.07 -0.03 0.07 -0.6762
C -4.7133 1.1800 -3.5485 -0.04 0.05 0.04 -0.4063
C -4.8340 1.7903 -2.3058 0.00 -0.02 -0.08 -0.8706
C -3.9409 1.4775 -1.2970 0.05 0.05 -0.03 -0.0813
C -2.9091 0.5546 -1.4880 -0.08 0.11 0.10 -0.3538
P -1.7078 0.1737 -0.1518 0.33 -0.20 0.00 1.8913
C -1.8741 1.6295 0.9272 -0.01 0.12 0.00 0.0469
C -2.8130 1.7467 1.9461 -0.01 -0.03 0.02 -0.0942
C -2.8572 2.8912 2.7303 -0.01 -0.01 0.01 -0.7462
C -1.9664 3.9279 2.4980 0.02 0.04 -0.01 -0.4476
C -1.0214 3.8164 1.4865 -0.01 -0.01 0.01 -0.6403
C -0.9701 2.6689 0.7125 -0.04 0.01 0.05 -0.3461
C -2.5683 -1.1403 0.7651 -0.05 -0.09 -0.07 0.0562
C -3.6701 -1.8301 0.2698 -0.06 0.04 0.05 -0.5155
C -4.2059 -2.8956 0.9817 -0.01 -0.01 0.03 -0.6170
C -3.6453 -3.2757 2.1920 -0.03 0.01 -0.04 -0.5323
C -2.5381 -2.5966 2.6836 0.00 0.00 0.02 -0.7862
C -1.9923 -1.5424 1.9708 0.07 -0.04 0.04 -0.2883
H -3.6003 -0.2470 -4.7158 -0.01 0.01 -0.02 0.4582
H -5.4015 1.4202 -4.3486 -0.01 0.00 0.00 0.3645
H -5.6194 2.5112 -2.1201 -0.01 0.00 -0.03 0.4078
H -4.0339 1.9682 -0.3372 0.00 -0.01 0.00 0.3702
H -3.4998 0.9316 2.1411 0.00 0.00 -0.01 0.4355
H -3.5821 2.9671 3.5311 0.00 0.00 0.00 0.4032
H -1.9949 4.8151 3.1181 0.00 0.00 0.00 0.3689
H -0.3047 4.6101 1.3196 0.00 0.01 0.00 0.3911
H -0.2014 2.5537 -0.0432 0.00 -0.01 -0.01 0.2042
H -4.1236 -1.5448 -0.6718 0.03 0.03 -0.01 0.3290
H -5.0615 -3.4276 0.5845 0.00 -0.01 0.01 0.3888
H -4.0612 -4.1087 2.7449 0.00 -0.01 0.00 0.3579
H -2.0763 -2.9049 3.6125 0.00 0.00 0.00 0.4261
H -1.0962 -1.0467 2.3317 -0.01 0.02 -0.02 0.3654
S 1.1585 -2.4174 0.6354 0.05 0.00 -0.05 -0.4628
C 1.9917 -1.3527 1.7147 -0.26 0.08 -0.04 0.9363
S 1.4008 0.2821 1.8078 0.11 0.01 0.00 -0.4814
C 3.0826 -1.7702 2.4698 0.01 0.00 -0.07 0.2431
C 3.5896 -3.0946 2.3860 0.03 -0.08 0.02 -0.0777
N 4.0337 -4.1598 2.3455 0.01 -0.01 -0.02 -0.6878
C 3.7894 -0.8812 3.3221 0.06 0.05 0.06 0.0010
N 4.3986 -0.1880 4.0165 0.01 0.01 0.00 -0.7007
C 2.3648 -0.2553 -3.4743 0.01 0.00 -0.05 -1.3766
P 2.2008 0.2635 -1.7263 -0.07 0.01 0.18 1.3336
C 2.4859 2.0648 -1.8782 -0.03 0.02 -0.02 -1.4640
C 3.7550 -0.3313 -0.9913 -0.01 0.04 0.02 0.3809
C 4.4956 0.4704 -0.1263 0.01 0.03 -0.01 -0.2469
C 5.5994 -0.0413 0.5395 0.01 -0.02 0.00 -0.6745
C 5.9710 -1.3636 0.3531 0.01 0.00 0.03 -0.4729
C 5.2345 -2.1745 -0.4982 0.00 0.00 0.01 -0.6044
C 4.1301 -1.6629 -1.1594 -0.01 -0.05 -0.03 -0.4155
H 2.3176 -1.3412 -3.5480 -0.02 0.00 0.03 0.4205
H 3.3065 0.0901 -3.9050 0.00 0.00 0.00 0.3963
H 1.5283 0.1557 -4.0418 -0.01 -0.01 0.00 0.4108
H 3.4666 2.2984 -2.2964 0.01 -0.01 -0.01 0.4846
H 2.3910 2.5262 -0.8951 0.01 -0.01 0.01 0.3533
H 1.7082 2.4789 -2.5229 0.00 0.00 0.01 0.4156
H 4.1928 1.4897 0.0720 -0.01 0.00 -0.01 0.1388
H 6.1372 0.5817 1.2417 0.00 0.00 0.01 0.3804
H 6.8063 -1.7760 0.9047 0.00 0.00 0.00 0.3476
H 5.4879 -3.2207 -0.6056 0.00 -0.01 0.00 0.3692
H 3.5302 -2.3255 -1.7711 -0.01 0.01 0.00 0.1658



No. 2
13
Properties=species:S:1:pos:R:3:forces:R:3:mulliken_charge:R:1 method="wB97M-V/def2-TZVPD" e_homo_ev="-9.820 / -7.888" e_lumo_ev="-0.81 / -1.35" homo_lumo_gap_ev="9.0095 / 6.5415" e_above_lowest_ev=5.324
C -0.8378 0.1886 0.2862 2.16 0.77 0.69 0.1902
C 0.6244 0.3279 0.1580 -0.36 -0.15 -2.28 0.6813
C 2.4340 1.8122 0.2163 0.99 1.23 3.78 -0.6206
N -1.9968 0.1836 0.0535 -0.02 -0.49 2.15 -0.1915
N -2.9223 -2.6327 0.0966 -0.70 0.85 -0.29 -0.0702
O 1.2709 -0.4510 -0.5156 -0.27 -0.05 1.01 -0.5293
O 1.0956 1.4895 0.6092 -0.56 -0.68 1.18 -0.2924
Cl -2.9184 0.0879 -1.3377 -0.96 0.34 -2.14 -0.0517
Cl -2.9147 -3.3477 -1.4322 0.31 -0.45 0.36 0.0373
Cl -2.1280 -3.4276 1.3095 0.38 -0.64 -0.03 0.0239
H 2.5112 2.8690 0.5950 0.06 -0.87 -1.17 0.2238
H 2.4748 1.6078 -0.7821 0.64 0.12 -2.79 0.3436
H 3.3071 1.2924 0.7431 -1.67 0.01 -0.47 0.2556



No. 3
13
Properties=species:S:1:pos:R:3:forces:R:3:mulliken_charge:R:1 method="wB97M-V/def2-TZVPD" smiles="C=O.CCO" e_homo_ev=-10.172 e_lumo_ev=0.92 homo_lumo_gap_ev=11.0919 e_above_lowest_ev=1.898
C 2.7472 -0.5987 -0.5784 0.31 -0.08 -0.59 -0.0447
O 2.5611 -1.7441 -0.8712 -0.30 -0.40 0.23 -0.3835
H 3.4721 -0.0262 -1.1777 0.03 0.41 0.21 0.2398
H 2.2159 -0.0972 0.2395 -0.05 0.11 0.16 0.1915
C -2.5378 -0.1424 0.4517 0.10 -0.96 -1.38 -1.1398
C -1.2276 0.5014 0.8009 0.40 1.28 -0.31 0.1290
O -1.0279 1.7331 0.0909 0.96 0.08 -0.24 -0.5336
H -3.4526 0.4422 0.5072 0.12 0.28 0.70 0.3342
H -2.4626 -0.3663 -0.6222 -0.01 0.09 0.02 0.3261
H -2.6699 -1.1395 0.8710 -0.08 0.20 0.51 0.3278
H -0.3863 -0.0912 0.4367 -0.22 -0.43 0.18 0.0334
H -1.0114 0.7404 1.8425 -0.52 -0.36 0.29 0.2358
H -1.8022 2.2220 -0.1655 -0.73 -0.20 0.22 0.2840



No. 4
37
Properties=species:S:1:pos:R:3:forces:R:3:mulliken_spin:R:1 method="wB97M-V/def2-TZVPD" e_homo_ev="-9.122 / -9.109" e_lumo_ev="0.86 / -1.39" s2=0.75 homo_lumo_gap_ev="9.9861 / 7.7229" multiplicity=2
O 4.6363 1.7099 0.0042 0.34 -0.50 0.26 0.0000
C 5.2310 0.8473 0.6024 -0.28 0.58 -0.15 0.0000
C 4.6301 -0.4655 1.0415 0.19 -0.25 0.01 0.0003
O 3.2977 -0.6415 0.6871 -0.30 0.08 0.39 -0.0008
C 3.0897 -1.0823 -0.6316 -1.78 0.01 -1.06 0.0058
H 4.7117 -0.5013 2.1407 -0.06 0.01 -0.23 0.0001
H 6.2896 0.9880 0.9196 -0.09 -0.03 -0.10 0.0000
H 5.2800 -1.2763 0.6572 -0.12 0.12 0.07 0.0001
H 3.4558 -2.1163 -0.7459 -0.01 0.11 0.01 -0.0005
H 3.5963 -0.4334 -1.3634 -0.10 -0.09 0.19 0.0002
C 1.4839 -1.0999 -1.0184 3.36 1.42 0.87 0.0043
O 0.9758 0.1869 -1.2688 -0.05 -0.18 -0.27 -0.0005
C 0.7049 0.9779 -0.1357 0.13 0.08 0.36 -0.0006
H 1.5229 -1.5821 -2.0062 -0.76 -0.47 0.76 0.0057
H 1.0146 -1.5188 -0.1089 -0.24 -0.51 -0.84 0.0028
H 0.0851 1.8263 -0.4548 0.18 -0.29 0.02 0.0000
H 0.1544 0.3962 0.6247 0.07 0.13 -0.14 0.0000
H 1.6338 1.3537 0.3184 -0.23 -0.05 -0.07 -0.0001
O -0.8381 -2.2206 -1.7226 -0.30 -0.17 -0.19 0.8230
C -1.4583 -2.9168 -0.7402 -0.03 -0.11 0.28 -0.0221
C -2.5595 -3.8497 -1.3308 0.22 -0.12 -0.03 0.0969
O -3.6925 -3.1481 -1.7287 -0.38 -0.17 0.28 0.0235
C -3.5714 -2.4508 -2.9424 0.45 0.24 -0.36 0.0151
C -4.8970 -1.7750 -3.2271 -0.29 -0.07 0.32 0.0001
O -4.7323 -0.9397 -4.3402 0.23 0.03 -0.20 -0.0002
C -5.8853 -0.1988 -4.6487 -0.26 0.12 0.00 -0.0001
H -1.9140 -2.2700 0.0322 0.07 -0.19 -0.14 -0.0039
H -0.7420 -3.6223 -0.2707 -0.09 0.16 -0.09 0.0523
H -2.8617 -4.5340 -0.5277 0.02 0.17 -0.20 0.0038
H -2.1257 -4.4264 -2.1649 -0.06 0.12 0.19 -0.0053
H -3.3036 -3.1406 -3.7610 -0.06 0.14 0.15 -0.0039
H -2.7705 -1.6905 -2.8681 -0.21 -0.16 -0.06 0.0029
H -5.2081 -1.1904 -2.3420 0.09 -0.13 -0.16 -0.0002
H -5.6781 -2.5331 -3.4170 0.14 0.13 0.05 0.0011
H -5.6632 0.4149 -5.5292 -0.04 -0.17 0.24 0.0000
H -6.7378 -0.8619 -4.8763 0.16 0.15 0.04 0.0001
H -6.1689 0.4609 -3.8092 0.05 -0.15 -0.21 0.0000



No. 5
29
Properties=species:S:1:pos:R:3:forces:R:3:mulliken_charge:R:1 method="wB97M-V/def2-TZVPD" total_charge=-1 e_homo_ev=-3.649 e_lumo_ev=3.37 homo_lumo_gap_ev=7.0141 e_above_lowest_ev=4.159
C 0.7102 -2.3939 -2.0404 -2.10 0.79 1.55 -0.8310
C 0.7724 -1.1760 -2.6977 1.96 -0.32 -2.71 -0.8618
C 0.2896 -2.0184 -0.7409 0.90 -3.20 1.44 0.5703
C 0.7363 -0.1905 -1.7975 -0.78 2.66 1.23 0.4613
C -0.3305 2.6731 1.2684 3.19 0.79 0.73 -0.3561
C 0.6122 1.7076 1.0610 -2.48 2.73 -0.27 -1.7872
C 0.2687 -0.3624 2.4672 -0.02 -0.64 -1.61 0.2872
C -1.6751 2.1320 1.2960 -2.68 0.36 1.08 -0.6550
C -1.4993 0.7310 0.6912 1.82 0.57 1.88 -1.0671
C -0.0496 0.4617 1.0765 0.43 -3.60 -1.18 1.8954
C -0.0191 -3.0762 0.3610 0.28 3.02 0.79 -1.2332
C 0.9121 1.2750 -2.0396 -0.09 1.75 0.29 -1.0282
N 0.4493 -0.6972 -0.5370 -0.59 1.41 0.54 0.0697
O 0.9522 -1.3734 2.4163 0.67 -0.04 -0.11 -0.6525
O -0.2967 0.1836 3.3996 -0.89 1.13 0.87 -0.6941
H 0.6978 -3.3417 -2.5152 -0.08 -0.82 0.04 0.4074
H 1.0871 -1.0388 -3.7396 -0.24 0.06 0.37 0.3545
H -0.0130 3.7043 1.6410 -0.74 -1.33 -0.84 0.2704
H 1.6090 1.9346 0.9864 2.34 0.02 0.23 0.8794
H -2.0876 2.1703 2.3503 0.60 -0.60 -0.88 0.2105
H -2.4031 2.7627 0.7679 0.14 -0.09 -0.31 0.3847
H -2.0071 -0.0982 1.1034 -1.46 -0.50 0.08 0.4469
H -1.4605 0.8112 -0.3575 -0.59 -0.17 -1.30 0.3440
H -1.0193 -2.9368 0.8606 1.00 -0.02 -0.42 0.2093
H 0.0215 -4.0090 -0.0803 -0.15 -2.03 -1.08 0.4635
H 0.7860 -3.0191 1.1238 -0.84 -0.02 -0.33 0.1935
H 1.4541 1.7110 -1.1599 -0.51 -0.14 -0.97 0.1630
H 1.5061 1.5253 -2.9309 0.17 -0.56 0.18 0.3910
H -0.0036 1.9482 -2.2340 0.75 -1.22 0.71 0.1641



No. 6
9
Properties=species:S:1:pos:R:3:forces:R:3:mulliken_charge:R:1 method="wB97M-V/def2-TZVPD" total_charge=+1 e_homo_ev=-13.180 e_lumo_ev=-5.38 homo_lumo_gap_ev=7.8035 e_above_lowest_ev=0.000
C -1.0374 -0.3355 -0.6957 -0.86 0.13 2.02 -0.2536
N 0.0822 -0.2268 0.4216 0.87 -0.52 -1.77 -0.3295
S -2.3308 -1.3555 0.0825 -0.67 0.95 0.00 -0.0140
S -2.0107 1.1456 -0.9716 1.23 0.52 -1.04 0.0539
S -3.2802 0.5993 0.5384 0.29 -1.71 0.44 0.0388
H -0.5407 -0.7500 -1.5122 0.44 -0.62 -1.61 0.3984
H 1.0778 0.0252 0.0895 -2.08 0.50 0.98 0.3779
H 0.1548 -1.1185 0.8795 0.26 -1.12 -0.10 0.3386
H -0.4535 0.2480 1.1161 0.53 1.86 1.08 0.3895